Below is a cluster of 3 separate species, C39H63N4O10 in total, with properties calculated with ωB97M-V with the def2-TZVPD basis set.

- HOMO level (hartree) = -0.4208
- maximum force (eV/Å) = 3.30
- total charge = +1
- LUMO energy (eV) = -3.4
- HOMO-LUMO gap (eV) = 8.080
- E (eV) = -67892.6196

Last column: Mulliken charge in e.
Atoms and positions in Å:
1 C -1.272889 -2.955564 -0.666411  -0.542
2 C -0.010674 -3.720900 -1.164279  -1.044
3 C 1.114490 -2.749359 -1.586566  1.564
4 C 2.103963 -3.421753 -2.564506  -0.800
5 C 3.112321 -4.374630 -1.860033  -1.307
6 C 4.533500 -3.767670 -1.882228  -1.198
7 C 4.746490 -2.833211 -0.637515  0.357
8 C 5.309522 -1.486253 -1.118788  -0.861
9 C 5.373747 -0.389348 -0.041207  -1.119
10 C 3.957523 -0.193060 0.582631  -0.177
11 C 3.900428 -0.850539 1.988461  -0.606
12 C 4.290061 0.165476 3.108890  -1.547
13 C 3.066119 0.378718 4.035288  -1.073
14 C 1.944283 1.068420 3.198008  -0.466
15 C 0.681547 0.162590 3.075268  -1.195
16 C 0.174509 -0.087365 1.641828  -0.577
17 C 0.183637 1.139067 0.723051  1.531
18 C -0.797249 2.185331 1.226744  -0.973
19 N -0.844447 3.428605 0.424652  0.173
20 C -1.445598 3.513507 -0.704783  -0.691
21 N -1.591761 4.644766 -1.508709  -0.187
22 C -3.057921 4.606257 -1.769534  -0.997
23 C -3.374592 3.066938 -1.809866  -0.336
24 C -4.417073 2.594530 -0.762800  -1.156
25 C -4.478697 1.042241 -0.905584  0.193
26 C -5.829143 0.435565 -0.555244  0.074
27 N -6.878662 1.249635 -0.054818  -0.493
28 O -6.005960 -0.721050 -0.702790  -0.554
29 N -2.096597 2.498095 -1.360880  1.653
30 C -1.312201 1.619535 -2.256038  -1.131
31 C -1.339480 1.975831 -3.745007  -0.516
32 C -0.479564 3.214146 -4.133667  -0.731
33 O 0.587136 3.484385 -3.241081  -0.513
34 H -1.240710 -1.929774 -1.047406  -0.413
35 H -2.182442 -3.431905 -1.033052  0.309
36 H -1.290234 -2.930482 0.424417  0.485
37 H -0.287954 -4.365575 -1.999603  0.450
38 H 0.369369 -4.312976 -0.327691  0.465
39 H 1.628719 -2.391060 -0.686952  -0.806
40 H 0.656187 -1.866999 -2.051146  -0.243
41 H 2.619077 -2.608019 -3.087275  0.512
42 H 1.505954 -3.948021 -3.314921  0.527
43 H 2.756939 -4.539643 -0.838559  0.470
44 H 3.114190 -5.360414 -2.331934  0.483
45 H 4.694183 -3.172455 -2.781206  0.492
46 H 5.285282 -4.559141 -1.834521  0.382
47 H 5.378050 -3.305163 0.120269  0.431
48 H 3.765283 -2.721367 -0.172421  -0.298
49 H 4.682652 -1.151226 -1.954373  0.312
50 H 6.297938 -1.685280 -1.548918  0.428
51 H 6.079895 -0.661671 0.746882  0.411
52 H 5.709949 0.538660 -0.511278  0.314
53 H 3.235293 -0.640075 -0.109046  -0.294
54 H 3.714592 0.874411 0.624807  0.793
55 H 4.586627 -1.697865 1.992246  0.934
56 H 2.881119 -1.226739 2.127433  0.160
57 H 4.504323 1.099062 2.581210  0.509
58 H 5.157905 -0.159452 3.683365  0.415
59 H 3.306162 1.022880 4.884727  0.406
60 H 2.776016 -0.615999 4.380881  0.451
61 H 2.391804 1.348632 2.246020  0.212
62 H 1.626149 1.994831 3.690124  0.654
63 H -0.097922 0.533498 3.746618  0.317
64 H 0.955901 -0.820511 3.467975  0.747
65 H -0.859007 -0.445708 1.715124  0.640
66 H 0.733453 -0.888453 1.154653  -0.289
67 H -0.194385 0.767487 -0.233295  -1.373
68 H 1.187467 1.519099 0.526568  0.159
69 H -1.813273 1.801307 1.322178  0.194
70 H -0.468592 2.484341 2.225570  0.592
71 H -0.385767 4.265588 0.767137  0.347
72 H -1.433758 5.477367 -0.934298  0.388
73 H -3.341491 5.056993 -2.716481  0.361
74 H -3.660106 4.974936 -0.936334  0.462
75 H -3.814796 2.703291 -2.734724  0.634
76 H -5.420748 2.949732 -1.005605  0.595
77 H -4.106346 2.824390 0.260667  0.333
78 H -4.304651 0.765718 -1.949481  0.128
79 H -3.736539 0.538281 -0.283602  0.034
80 H -7.733853 0.705273 -0.071525  0.334
81 H -6.631628 1.498381 0.901655  0.228
82 H -1.696598 0.599474 -2.144144  0.140
83 H -0.264927 1.561595 -1.972175  0.628
84 H -2.338940 2.099587 -4.166739  0.300
85 H -0.899430 1.120172 -4.270072  0.373
86 H -1.122118 4.092244 -4.192449  0.261
87 H -0.049161 3.039281 -5.125726  0.448
88 H 1.095744 2.681120 -3.067517  0.344
89 C -0.818588 -2.499524 -5.272735  -1.145
90 C -1.121986 -2.930956 -6.505102  0.452
91 C -2.536917 -3.233333 -6.906520  0.879
92 O -2.752556 -3.602576 -8.043081  -0.600
93 C -3.584603 -3.070900 -5.904299  -0.822
94 C -3.278992 -2.643957 -4.673449  0.229
95 C -1.868122 -2.316439 -4.283588  0.745
96 O -1.651073 -1.911550 -3.152334  -0.225
97 O -4.207342 -2.484896 -3.727604  -0.636
98 O -0.197315 -3.114205 -7.438813  -0.583
99 H 0.196214 -2.276726 -4.972155  0.554
100 H -4.597346 -3.308014 -6.198581  0.468
101 H -3.737618 -2.171399 -2.930504  0.286
102 H -0.674666 -3.426188 -8.234302  0.358
103 C -0.778832 2.504655 9.013128  -0.994
104 C -1.505237 2.230466 7.923506  0.392
105 C -0.939741 1.447907 6.776792  1.017
106 O -1.655928 1.214984 5.815760  -0.677
107 C 0.443733 1.007308 6.861625  -0.730
108 C 1.175436 1.282861 7.949323  0.245
109 C 0.602423 2.043722 9.109311  0.866
110 O 1.308181 2.248585 10.076299  -0.599
111 O 2.442656 0.901922 8.066671  -0.547
112 O -2.770233 2.633319 7.791444  -0.567
113 H -1.176620 3.066174 9.846730  0.427
114 H 0.844018 0.458228 6.020314  0.461
115 H 2.740021 1.221771 8.942511  0.361
116 H -3.066577 2.304172 6.921107  0.350

Forces on the atoms, in the same order (eV/Å):
0.67 -0.14 0.13
-0.21 1.02 0.50
-0.32 -0.52 -0.27
-0.27 0.40 0.61
0.00 0.38 -0.86
-0.07 -0.27 1.59
-0.23 -0.02 -1.00
0.21 -0.27 0.54
-0.74 -0.02 -0.48
0.84 -0.33 -0.01
-0.11 0.71 -0.46
-0.86 -0.39 -0.10
0.58 0.73 -0.80
-0.45 -0.70 0.85
0.67 -0.14 -0.34
-0.21 0.46 0.43
-0.82 -0.82 -0.66
0.81 0.28 0.69
0.55 -0.23 0.39
-0.39 0.38 -3.25
-0.96 1.00 2.87
-0.93 -1.33 -0.82
-0.50 0.51 1.58
0.36 -1.11 -0.87
-0.60 1.02 0.47
-0.20 1.32 0.65
0.79 0.22 -0.04
-0.15 -2.51 -0.88
0.39 -1.13 0.35
-0.46 -0.82 -0.67
0.75 0.32 -0.25
-0.12 -0.60 -0.19
-0.09 0.06 0.50
-0.16 -0.25 0.30
-0.05 0.08 0.18
-0.15 0.01 0.00
0.17 -0.07 0.05
-0.12 -0.39 -0.32
0.09 -0.01 -0.08
0.07 -0.15 -0.09
0.23 -0.27 -0.05
0.11 -0.03 0.00
0.27 -0.02 0.03
-0.03 0.12 -0.12
-0.03 -0.26 -0.13
-0.03 0.04 -0.25
0.12 0.06 -0.14
0.09 0.27 0.10
0.00 0.13 0.13
-0.01 0.17 0.05
0.07 0.09 -0.09
0.14 -0.06 0.11
-0.09 -0.01 0.16
0.02 -0.09 0.18
-0.19 -0.10 0.03
0.17 -0.09 0.30
0.35 0.10 0.44
0.03 0.05 -0.12
0.16 -0.28 0.08
-0.21 0.22 0.25
-0.32 -0.06 -0.11
0.24 0.01 -0.07
-0.12 0.02 -0.26
-0.19 0.06 0.06
0.06 -0.08 -0.13
0.13 0.09 0.05
0.15 0.08 0.07
-0.07 0.22 0.27
0.06 -0.07 -0.21
-0.20 0.17 -0.05
0.07 -0.21 0.05
0.42 0.18 -0.57
0.24 0.37 0.15
0.29 0.58 -0.15
0.92 0.06 -0.42
0.17 0.42 0.26
-0.20 0.42 -0.10
0.03 -0.16 0.10
0.06 0.00 -0.18
0.09 -0.08 0.26
-0.35 0.43 -0.16
-0.01 0.10 -0.01
-0.16 0.31 0.37
-0.01 -0.08 0.17
-0.15 -0.12 0.21
0.32 0.18 0.20
-0.29 0.09 -0.05
-0.03 0.16 -0.36
-0.09 0.11 0.33
0.54 0.07 0.07
-0.62 -0.07 0.15
0.33 0.03 -0.03
0.08 -0.03 -0.22
-0.49 -0.13 -0.06
0.54 -0.06 -0.32
-0.45 0.32 -0.44
0.50 0.17 0.09
-0.47 -0.07 -0.12
0.02 -0.03 -0.02
0.00 0.00 0.02
-0.13 -0.08 0.01
0.09 0.01 0.01
0.21 -0.02 0.10
-0.22 0.25 0.39
0.48 -0.28 -0.17
-0.19 0.23 0.08
-0.27 0.01 -0.23
0.26 -0.28 -0.38
-0.49 0.31 0.28
0.24 -0.15 -0.19
-0.19 0.25 0.36
0.18 -0.22 -0.38
-0.02 -0.01 -0.01
0.04 -0.03 0.05
0.04 -0.06 -0.05
-0.04 0.01 0.09

***

Below is a structure of composition C6H3CeN5O5, with properties calculated with ωB97M-V with the def2-TZVPD basis set.

- HOMO level (spin up / spin down) (hartree) = -0.7867 / -0.7871
- maximum force (eV/Å) = 7.58
- total charge = +3
- LUMO energy (spin up / spin down) (eV) = -13.7 / -13.7
- spin multiplicity = 2
- ΔE to the lowest compared entry with this formula, charge and spin (kJ/mol) = 25.0
- HOMO-LUMO gap (spin up / spin down) (eV) = 7.665 / 7.729
- E (eV) = -36852.1233

Last column: Mulliken spin population.
Atoms and positions in Å:
1 O 3.775657 2.326052 -0.240015  0.001
2 C 3.130436 1.457359 0.168240  0.000
3 Ce 0.682008 0.039773 0.243979  0.997
4 O 0.876494 3.688184 0.531168  0.002
5 C 0.720202 2.537896 0.531160  -0.004
6 C 2.819481 -0.927785 -0.848437  -0.002
7 O 3.802731 -1.262848 -1.362899  0.004
8 C 1.991777 -0.072812 2.524352  0.000
9 O 2.529176 -0.119366 3.542325  0.001
10 C 1.245604 1.426144 -1.793024  0.001
11 O 1.644689 2.196488 -2.565214  0.001
12 N -2.888526 -2.602430 0.951479  0.006
13 N -2.649630 -1.366872 0.363300  0.005
14 N -3.366923 -1.032043 -0.770770  -0.002
15 C -2.530382 -0.192505 -1.375689  0.004
16 N -1.324819 -0.084475 -0.768371  -0.003
17 N -1.393384 -0.939553 0.314453  -0.011
18 H -2.433598 -2.620834 1.857633  0.000
19 H -3.887485 -2.772635 0.991114  0.000
20 H -2.743505 0.322263 -2.294785  0.000

Forces on the atoms, in the same order (eV/Å):
-2.47 -3.90 1.96
3.13 4.39 -1.76
1.36 -1.18 1.14
-0.88 -5.68 0.08
0.45 7.55 0.45
5.51 -2.62 -3.17
-4.68 1.61 2.49
2.77 -0.30 5.61
-2.25 0.21 -4.40
2.30 4.62 -5.35
-2.13 -3.91 3.66
0.04 1.32 0.15
1.21 -1.76 -3.10
1.49 0.72 2.03
0.17 -0.21 0.13
-2.34 -1.28 0.28
-2.87 0.62 -0.35
-0.19 -0.22 0.27
-0.33 -0.06 0.05
-0.29 0.08 -0.18

***

Below is the molecule C21H20N2O2, with properties calculated with ωB97M-V with the def2-TZVPD basis set.

- HOMO level (hartree) = -0.2818
- maximum force (eV/Å) = 3.16
- LUMO energy (eV) = 0.5
- ΔE to the lowest compared entry with this formula, charge and spin (kJ/mol) = 165.3
- HOMO-LUMO gap (eV) = 8.210
- E (eV) = -29175.7791

Last column: Mulliken charge in e.
Atoms and positions in Å:
1 C -4.688537 -0.940592 -3.161731  -1.260
2 C -3.205677 -0.689739 -3.237048  -0.184
3 O -2.693448 -0.591583 -1.867263  -0.262
4 C -1.462977 0.050471 -1.826176  -0.548
5 C -0.258066 -0.875787 -1.693934  1.260
6 C 0.625869 -0.302863 -2.699039  0.136
7 N 1.246431 0.111052 -3.597896  -0.656
8 O -1.346935 1.254850 -1.926078  -0.493
9 H -5.075032 -1.063045 -4.177193  0.398
10 H -4.920845 -1.848959 -2.596436  0.311
11 H -5.195709 -0.087355 -2.699996  0.315
12 H -2.683499 -1.525117 -3.720842  0.280
13 H -2.986625 0.247658 -3.767292  0.344
14 H -0.568112 -1.895382 -1.988384  0.347
15 C -2.878041 1.772332 2.280742  -0.959
16 N -1.607697 1.235830 1.847174  0.156
17 C -1.466040 0.306601 0.849096  -1.833
18 C -0.125284 -0.033175 0.708555  0.266
19 C 0.377191 -1.004531 -0.292757  0.775
20 C 1.908468 -1.131993 -0.395224  -0.016
21 C 2.701090 -0.016648 -0.661079  0.096
22 C 4.098689 -0.144927 -0.676012  -0.751
23 C 4.680642 -1.403513 -0.484339  -0.477
24 C 3.876162 -2.531399 -0.295137  -0.688
25 C 2.487563 -2.394220 -0.255596  -0.433
26 C 0.603244 0.676529 1.745314  0.829
27 C 1.899414 0.655970 2.257937  0.041
28 C 2.233366 1.505881 3.323039  -0.905
29 C 1.278068 2.346353 3.917177  -0.639
30 C -0.054542 2.334235 3.469892  -0.979
31 C -0.355670 1.508852 2.399576  0.009
32 H -2.691799 2.599505 2.968516  0.296
33 H -3.451042 2.129001 1.415360  0.329
34 H -3.472826 0.999998 2.788765  0.314
35 H -2.331805 -0.090535 0.328374  0.774
36 H 0.037699 -1.998856 0.051126  0.491
37 H 2.221777 0.955664 -0.834051  0.390
38 H 4.709806 0.745812 -0.848925  0.383
39 H 5.765917 -1.504034 -0.517469  0.398
40 H 4.313075 -3.523983 -0.179228  0.386
41 H 1.835718 -3.262619 -0.118118  0.355
42 H 2.628847 -0.021294 1.815135  0.412
43 H 3.264282 1.517555 3.683309  0.395
44 H 1.568796 2.996990 4.741426  0.374
45 H -0.841927 2.930992 3.926736  0.226

Forces on the atoms, in the same order (eV/Å):
-0.17 0.04 -0.05
0.09 0.04 0.34
0.79 0.35 -0.43
-0.75 1.72 -0.16
-0.55 -0.07 -0.57
1.80 0.42 -2.56
-1.23 -0.84 1.96
-0.46 -2.00 0.05
-0.02 0.01 0.09
0.10 0.17 -0.06
0.07 -0.18 -0.05
-0.06 0.18 -0.03
-0.01 -0.25 0.16
0.25 0.55 -0.23
-0.10 -0.09 -0.04
0.41 0.07 -0.01
1.41 -0.08 0.51
-0.84 0.74 0.62
0.66 -1.31 0.50
-0.61 0.00 -0.11
0.47 0.01 0.08
-0.53 -0.07 -0.10
-0.12 0.08 -0.09
-0.11 0.10 -0.04
0.15 0.26 0.05
-1.01 0.38 0.05
0.49 0.33 0.33
-0.06 -0.37 -0.50
-0.71 -0.02 -0.27
0.81 0.16 0.33
-0.59 -0.84 -0.42
-0.19 -0.12 -0.16
0.16 0.04 0.23
0.14 0.22 0.00
0.12 0.26 0.22
0.16 0.27 -0.11
0.30 -0.40 0.17
-0.14 -0.41 0.05
-0.28 0.00 0.06
-0.01 0.32 -0.04
0.31 0.25 0.05
-0.05 0.33 0.34
-0.36 -0.04 -0.04
-0.10 -0.17 -0.20
0.36 -0.03 0.07

***

Below is a structure of composition C8H17CuNO8, with properties calculated with ωB97M-V with the def2-TZVPD basis set.

- HOMO level (spin up / spin down) (hartree) = -0.3392 / -0.2954
- maximum force (eV/Å) = 4.83
- LUMO energy (spin up / spin down) (eV) = 0.3 / -3.4
- spin multiplicity = 2
- ΔE to the lowest compared entry with this formula, charge and spin (kJ/mol) = 284.6
- HOMO-LUMO gap (spin up / spin down) (eV) = 9.510 / 4.626
- E (eV) = -71077.4427

Last column: Mulliken spin population.
Atoms and positions in Å:
1 Cu -0.074320 -0.171148 0.827763  0.399
2 O -0.013790 -1.363324 4.926179  0.003
3 C -0.101611 -0.892436 3.665019  -0.009
4 O 0.881131 -0.705656 3.001014  0.088
5 O -1.287930 -0.685565 3.257194  0.049
6 H -0.961606 -1.509980 4.884478  0.000
7 O 2.901206 -0.411877 -1.744573  0.001
8 C 2.938404 -0.501233 -0.442384  -0.048
9 O 3.690719 -1.356588 0.027526  0.218
10 O 2.309470 0.204871 0.320195  0.272
11 H 3.608673 -0.973826 -2.069078  0.003
12 C 0.739056 -3.296291 -0.921623  -0.002
13 O 0.019353 -2.047019 -0.716801  0.001
14 C -0.687840 -1.831407 -1.810123  0.007
15 C -0.532393 -0.340250 -2.174074  -0.017
16 N -1.127506 0.633819 -1.230624  0.040
17 C -0.610027 2.018192 -1.505959  -0.014
18 C -1.010791 2.815731 -0.346316  0.007
19 O -0.794530 2.149326 0.896975  -0.003
20 C -1.097670 2.920293 2.101857  0.000
21 H 1.121054 -3.354507 0.097587  0.000
22 H 1.606946 -3.248876 -1.579367  0.001
23 H 0.026013 -4.069747 -1.206984  0.000
24 H -1.712748 -2.173386 -1.666247  0.000
25 H -0.469141 -2.469279 -2.666495  0.000
26 H -0.959163 -0.333574 -3.177036  0.000
27 H 0.540277 -0.190139 -2.296355  0.006
28 H -2.132909 0.729556 -1.221499  -0.003
29 H -1.081276 2.450553 -2.388615  -0.001
30 H 0.474038 2.021397 -1.619461  0.005
31 H -2.076389 3.027843 -0.433641  0.000
32 H -0.524034 3.774024 -0.165119  0.000
33 H -0.831838 2.359932 2.998200  0.000
34 H -2.187048 2.953371 2.117395  0.000
35 H -0.581781 3.867199 2.260993  0.000

Forces on the atoms, in the same order (eV/Å):
1.06 0.50 0.90
-0.02 -0.04 -0.51
-2.28 0.36 0.02
2.96 0.74 -2.90
-0.08 0.00 -0.63
-0.95 -0.61 1.84
-1.09 1.32 -2.54
2.37 -2.98 1.11
0.97 -0.92 0.20
-3.81 2.61 1.42
0.17 -0.26 -0.04
0.32 0.78 2.69
2.57 -1.87 1.50
-2.77 2.19 -2.34
-1.30 -1.30 -1.15
2.29 -0.08 -0.10
0.40 -1.25 0.13
-0.86 1.72 2.67
0.88 -0.47 0.98
-0.60 -1.21 -0.29
0.29 -1.29 -0.14
-0.32 0.47 -0.39
0.18 -0.11 0.18
-0.80 0.57 0.30
0.99 0.31 -0.28
-0.23 0.84 -0.30
-0.08 0.40 0.36
-0.21 -0.73 -0.19
0.15 -0.05 -0.23
-0.04 -0.39 -0.08
-0.43 0.11 0.09
0.21 0.26 -1.05
0.21 -0.63 -0.45
-0.04 0.78 0.17
-0.09 0.24 -0.93